# C15H16B2BrF4FeN4O6S3Sb

A structure of composition C15H16B2BrF4FeN4O6S3Sb (the ωB97M-V functional and the def2-TZVPD basis, the Open Molecules 2025 dataset).

Results
Relative energy (zero: lowest compared OMol25 entry of this formula, charge and spin) (kJ/mol): 0.00
Total energy (eV): -189765.000
⟨S²⟩: 8.79

Structure (ORCA input):
```
! wB97M-V def2-TZVPD RIJCOSX def2/J DEFGRID3
* xyz -1 6
Fe 0.41637 -0.53975 0.23129
C 1.80567 -4.50865 1.68499
C 1.07957 -3.23155 1.39439
N 1.14117 -2.62285 0.25629
O 1.84787 -3.24005 -0.72291
B 1.89617 -2.66945 -2.08561
F 2.16507 -3.72315 -2.92161
F 2.92617 -1.73415 -2.20731
O 0.62907 -2.07135 -2.54841
N -0.17673 -1.44135 -1.67111
C -1.32593 -1.07095 -2.12121
C -1.76563 -1.25705 -3.54121
C -2.19313 -0.42755 -1.16161
N -1.71833 -0.39175 0.02789
O -2.43273 0.21765 1.00929
B -1.55843 0.42775 2.17369
F -2.15333 1.25075 3.06699
F -0.34383 1.01785 1.61659
O -1.12343 -0.81435 2.82399
N -0.38443 -1.55935 1.95149
C 0.30607 -2.54865 2.40659
C 0.38107 -2.94185 3.84969
C -3.51683 0.15025 -1.55721
H 2.07217 -4.97435 0.73929
H 1.19697 -5.18585 2.27809
H 2.72517 -4.29015 2.22879
H -1.09733 -1.96215 -4.02901
H -1.70603 -0.30495 -4.06731
H -2.78933 -1.62105 -3.58821
H -0.19873 -2.22905 4.43029
H 1.41637 -2.91955 4.18509
H -0.01723 -3.94515 4.00249
H -3.41093 0.74755 -2.45881
H -3.88103 0.76865 -0.73841
H -4.23783 -0.64445 -1.74451
S 6.02797 -0.12375 1.78159
Sb 4.38727 1.27185 1.06529
S 2.71067 -0.34745 -0.08851
S 2.30417 -0.10375 1.83049
Br 1.29517 7.34925 0.33509
C 0.32357 5.78665 -0.16771
C -1.02143 5.90565 -0.47191
C -1.72733 4.77135 -0.84131
C -1.09163 3.54545 -0.91541
C 0.26157 3.44715 -0.61701
C 0.97817 4.57545 -0.23211
C 0.97427 2.12235 -0.70921
O 2.19777 2.12465 -0.47661
O 0.28977 1.11245 -1.00471
H -1.51013 6.86765 -0.41701
H -2.77813 4.85485 -1.07641
H -1.62383 2.65025 -1.19351
H 2.02817 4.47995 0.00629
*
```

Atomic partial charges in e from the natural (NBO) method, atoms 1 to 8: 1.170, -0.673, 0.169, -0.124, -0.549, 1.251, -0.532, -0.541